1.
Here is 7 unconnected molecules or ions with the total composition C25H44Cl2N2O18 at a distorted geometry from the OMol25 dataset. Energies are from the ωB97M-V functional and the def2-TZVPD basis.

Results
- Frontier orbital gap: 10.43 eV
- DFT total energy: -3363.13738 Ha
- SMILES: CC[C@@H](Cl)[C@](Cl)(C#N)CC#N.COC(=O)OC.COC(=O)OC.COC(=O)OC.COC(=O)OC.COC(=O)OC.COC(=O)OC

Geometry as XYZ:
```
91
C25H44Cl2N2O18, DFT the ωB97M-V functional and the def2-TZVPD basis
C 3.8325 3.3064 0.0485
C 2.6655 3.9963 -0.8137
C 1.4935 3.0076 -1.2982
Cl 2.0522 1.3514 -1.8443
C 0.2643 2.8776 -0.2229
Cl 0.8584 2.6129 1.5080
C -0.6395 1.6276 -0.6538
N -1.1332 0.5649 -0.9230
C -0.5628 4.2621 -0.2227
C -1.9247 4.0598 -1.0628
N -2.9857 4.3002 -1.5901
H 4.2583 2.3407 -0.4215
H 3.5724 3.1568 1.1630
H 4.7230 4.0534 0.0498
H 3.1461 4.4384 -1.7660
H 2.2268 4.8561 -0.1990
H 1.0079 3.5095 -2.2261
H -0.7848 4.5684 0.8607
H 0.0962 5.0826 -0.6832
C 1.7040 2.7460 4.7611
O 1.6998 3.7674 5.7572
C 2.3806 4.8750 5.4142
O 2.9655 5.0542 4.3725
O 2.2962 5.7479 6.4333
C 2.9789 6.9799 6.2067
H 1.1274 1.9025 5.1432
H 1.2291 3.1018 3.8433
H 2.7229 2.4050 4.5626
H 2.5547 7.5031 5.3465
H 4.0484 6.8078 6.0657
H 2.8436 7.6040 7.0910
C -4.5599 4.5722 -4.1264
O -5.8432 4.3557 -4.7150
C -6.7873 5.2238 -4.3145
O -6.6326 6.1294 -3.5303
O -7.9361 4.9081 -4.9401
C -9.0346 5.7541 -4.6072
H -3.8785 3.8168 -4.5204
H -4.1740 5.5585 -4.3960
H -4.6089 4.4594 -3.0417
H -8.8267 6.7873 -4.8953
H -9.2625 5.6885 -3.5407
H -9.9042 5.4081 -5.1676
C -2.4272 -1.4302 -2.4082
O -2.4540 -2.8392 -2.1736
C -1.8077 -3.5659 -3.1014
O -1.2344 -3.1306 -4.0716
O -1.9104 -4.8634 -2.7605
C -1.2645 -5.7593 -3.6644
H -2.9763 -0.9460 -1.6013
H -1.4032 -1.0588 -2.3990
H -2.9185 -1.1879 -3.3543
H -0.1914 -5.5586 -3.7050
H -1.7087 -5.6894 -4.6598
H -1.4111 -6.7742 -3.2925
C 1.7350 1.4838 8.7726
O 1.7108 0.0773 9.0089
C 2.3601 -0.6468 8.0813
O 2.9318 -0.2077 7.1116
O 2.2621 -1.9434 8.4200
C 2.9115 -2.8357 7.5146
H 1.1830 1.9687 9.5787
H 2.7610 1.8591 8.7831
H 1.2452 1.7241 7.8261
H 3.9841 -2.6310 7.4747
H 2.4672 -2.7662 6.5188
H 2.7678 -3.8511 7.8861
C 0.7852 -7.6515 -8.6946
O -0.0001 -8.8339 -8.5512
C -0.6302 -8.9372 -7.3683
O -0.5787 -8.1372 -6.4649
O -1.3277 -10.0867 -7.3668
C -2.0526 -10.3296 -6.1625
H 1.2456 -7.6744 -9.6832
H 0.1567 -6.7605 -8.6269
H 1.5790 -7.6226 -7.9445
H -2.7941 -9.5451 -5.9941
H -1.3718 -10.4073 -5.3116
H -2.5755 -11.2804 -6.2738
C 4.2205 -1.1332 3.4099
O 3.5715 -1.3143 2.1528
C 2.6387 -2.2836 2.1476
O 2.3296 -2.9764 3.0881
O 2.1120 -2.3462 0.9129
C 1.0998 -3.3398 0.7556
H 4.9499 -0.3298 3.2978
H 3.5000 -0.8401 4.1775
H 4.7509 -2.0420 3.7042
H 0.2538 -3.1362 1.4161
H 1.5056 -4.3367 0.9428
H 0.7490 -3.2984 -0.2765
```

These are the Löwdin partial charges, in e, on atoms 1 to 5: atom 1 (C): -0.15, atom 2 (C): -0.26, atom 3 (C): -0.64, atom 4 (Cl): 0.62, atom 5 (C): -0.70

---

2.
Here is 9 unconnected molecules or ions with the total composition C25H44Cl8O15 at a distorted geometry from the OMol25 dataset. Energies are from the ωB97M-V functional and the def2-TZVPD basis.

Results
- Frontier orbital gap: 10.51 eV
- DFT total energy: -5789.20448 Ha
- SMILES: CCOC(=O)OC.CCOC(=O)OC.O=C1OCCO1.O=C1OCCO1.O=C1OCCO1.ClCCCl.ClCCCl.ClCCCl.ClCCCl

Geometry as XYZ:
```
92
C25H44Cl8O15, DFT the ωB97M-V functional and the def2-TZVPD basis
C -2.5620 18.9509 3.3621
C -1.1258 19.3065 3.0077
O -1.1386 20.5650 2.3235
C 0.0369 21.1752 2.2055
O 1.0533 20.8575 2.7562
O -0.1185 22.2157 1.3882
C 1.0601 23.0109 1.1933
H -2.5828 18.0501 3.9706
H -3.2196 18.8802 2.4959
H -2.9893 19.7680 3.9541
H -0.6942 18.5421 2.3597
H -0.5534 19.4124 3.9283
H 1.7736 22.4953 0.5507
H 1.5381 23.2550 2.1385
H 0.7212 23.9176 0.6962
C 2.5923 27.2045 -2.8421
C 3.4927 28.3521 -3.2709
O 3.0997 28.7221 -4.6083
C 3.8841 29.4877 -5.3585
O 3.6315 29.7390 -6.4955
O 4.9618 29.9243 -4.6877
C 5.8956 30.6715 -5.4513
H 2.3688 27.2055 -1.7787
H 3.0763 26.2463 -3.0475
H 1.6830 27.1716 -3.4377
H 4.5473 28.0894 -3.2005
H 3.3493 29.2185 -2.6188
H 5.5357 31.7027 -5.5449
H 5.9981 30.2772 -6.4580
H 6.8258 30.6871 -4.8964
O -0.6647 26.0467 -0.9433
C -0.7926 25.1029 -1.6443
O -1.4769 23.9757 -1.3114
C -1.2175 22.9503 -2.2581
C -0.1798 23.6069 -3.2137
O -0.2903 25.0004 -2.9038
H -0.7718 22.0913 -1.7675
H -2.1057 22.6687 -2.8198
H -0.4649 23.4343 -4.2490
H 0.8295 23.2692 -2.9907
O 4.3860 25.4880 -8.0643
C 3.5197 25.0703 -7.3705
O 3.3432 25.4254 -6.0744
C 2.1464 24.8463 -5.5843
C 1.7022 23.8682 -6.7017
O 2.5867 24.1974 -7.7717
H 2.3033 24.2745 -4.6746
H 1.3871 25.6177 -5.4641
H 0.6685 24.0062 -6.9969
H 1.9089 22.8648 -6.3350
O 4.7549 18.7041 -4.5798
C 3.8951 18.0716 -5.0915
O 3.9022 17.6698 -6.3832
C 2.8043 16.7985 -6.6174
C 1.8506 17.1347 -5.4784
O 2.7365 17.7090 -4.4902
H 2.3561 17.0420 -7.5783
H 3.1088 15.7529 -6.6195
H 1.2840 16.3119 -5.0528
H 1.1423 17.9348 -5.7095
Cl 3.1647 23.8783 -1.5899
C 4.4946 23.2125 -2.5718
C 4.1918 21.7954 -2.9843
Cl 2.7592 21.6915 -4.0475
H 5.3807 23.2147 -1.9344
H 4.7125 23.8762 -3.4038
H 3.8749 21.2692 -2.0881
H 5.0669 21.3110 -3.4090
Cl 8.5116 26.6132 -3.5613
C 7.3853 26.6415 -4.9627
C 7.4936 25.3928 -5.7976
Cl 7.0508 23.9409 -4.8233
H 7.6380 27.5368 -5.5226
H 6.3872 26.7427 -4.5421
H 8.5292 25.2213 -6.0765
H 6.8033 25.4175 -6.6286
Cl 0.9788 20.2347 -0.9598
C 2.0217 18.9728 -1.6665
C 3.0589 18.4814 -0.6775
Cl 4.1259 19.7163 0.0051
H 2.5008 19.4033 -2.5407
H 1.4337 18.1151 -1.9813
H 3.6814 17.7532 -1.1996
H 2.5803 17.9736 0.1573
Cl 9.8725 22.7911 -3.1726
C 8.9269 23.2402 -1.7352
C 8.4627 21.9847 -1.0161
Cl 7.2756 22.4217 0.2367
H 8.1316 23.9236 -2.0131
H 9.6250 23.7573 -1.0770
H 9.3093 21.4884 -0.5538
H 7.9779 21.2950 -1.7038
```

These are the Löwdin partial charges, in e, on atoms 1 to 5: atom 1 (C): -0.07, atom 2 (C): -0.21, atom 3 (O): 0.03, atom 4 (C): -0.65, atom 5 (O): 0.12

---

3.
Here is 6 unconnected molecules or ions with the total composition C25H44F9O15 at a distorted geometry from the OMol25 dataset. Energies are from the ωB97M-V functional and the def2-TZVPD basis.

Results
- Frontier orbital gap (spin up / spin down): 1.80 / 6.24 eV
- DFT total energy: -3006.16959 Ha
- 2S+1: 2
- Charge: -2

Geometry as XYZ:
```
93
C25H44F9O15, DFT the ωB97M-V functional and the def2-TZVPD basis
O -8.4176 -12.8930 20.0726
C -7.2219 -13.1417 20.4799
O -6.6126 -12.2635 21.0315
O -6.6836 -14.2472 20.3385
H -8.3140 -12.0375 20.4956
C -2.4215 -9.5638 21.0961
O -3.3833 -10.2989 20.3418
C -4.4729 -9.5284 19.8028
C -4.8943 -10.2104 18.4641
O -4.5980 -11.6490 18.4262
C -4.8802 -12.3094 17.2492
C -4.5615 -13.7788 17.3266
O -3.2384 -14.0339 17.8299
C -2.2343 -13.9092 16.7870
H -1.8782 -8.7889 20.5553
H -1.6269 -10.1837 21.5114
H -2.9327 -9.2298 21.9990
H -4.2407 -8.4690 19.6939
H -5.3046 -9.5261 20.5074
H -4.4271 -9.7315 17.6035
H -5.9738 -10.0704 18.4083
H -4.3283 -11.9035 16.4014
H -5.9403 -12.2163 17.0133
H -4.6983 -14.3830 16.4298
H -5.2718 -14.2608 17.9984
H -2.3045 -12.8967 16.3894
H -2.5461 -14.6395 16.0403
H -1.2580 -14.3063 17.0650
C -9.8341 -18.3017 20.9279
O -8.4391 -18.4076 21.2480
C -7.8464 -17.1836 21.7140
C -6.2686 -17.3753 21.6564
O -5.6464 -18.1164 22.6720
C -6.0278 -19.4766 22.7198
C -5.4716 -20.3346 21.5355
O -4.1033 -20.0270 21.0875
C -3.9973 -20.3676 19.6969
H -10.0483 -17.7280 20.0262
H -10.4503 -18.0106 21.7786
H -10.1331 -19.2798 20.5509
H -8.1701 -17.0535 22.7466
H -8.2330 -16.3547 21.1212
H -5.8971 -16.3617 21.8070
H -5.8962 -17.6147 20.6604
H -7.0893 -19.5771 22.9460
H -5.5233 -19.8130 23.6256
H -6.2865 -20.3550 20.8119
H -5.4056 -21.3549 21.9133
H -4.6371 -19.7980 19.0230
H -4.2356 -21.4127 19.4988
H -2.9639 -20.2172 19.3845
C -10.1717 -15.3932 18.1691
C -9.2327 -14.5142 17.2962
O -9.1875 -15.1091 16.0178
C -8.1860 -14.6856 15.1579
O -7.3540 -13.7934 15.4233
C -8.1988 -15.3341 13.7396
F -9.0956 -16.3388 13.6976
F -8.5733 -14.3906 12.7742
F -6.9682 -15.7809 13.3982
H -11.2249 -15.3963 17.8883
H -9.9920 -15.0636 19.1924
H -9.6572 -16.3514 18.2427
H -8.1770 -14.4857 17.5658
H -9.5852 -13.4835 17.2580
C -8.6491 -9.5087 19.3786
C -8.6848 -10.3405 18.0701
O -9.1188 -9.5123 17.0381
C -8.3168 -8.4354 16.7043
O -7.0869 -8.3314 16.8717
C -9.0794 -7.4489 15.8108
F -9.8248 -6.6522 16.5384
F -8.2251 -6.6903 15.1578
F -9.8999 -8.1959 15.0251
H -9.5397 -8.8884 19.4795
H -7.7000 -8.9734 19.3503
H -8.5031 -10.1468 20.2501
H -9.2697 -11.2321 18.2959
H -7.7100 -10.7691 17.8374
C -7.7397 -13.7000 23.8689
C -7.7516 -14.6486 25.1076
O -8.6943 -15.6375 25.1284
C -10.0951 -15.3747 25.0411
O -10.6347 -14.2877 25.1936
C -11.0430 -16.6428 24.8977
F -10.3048 -17.6529 24.5421
F -11.7039 -16.9420 26.0082
F -11.9430 -16.4138 23.9211
H -7.2873 -14.2389 23.0364
H -7.1495 -12.7970 24.0247
H -8.7670 -13.4700 23.5863
H -7.8933 -14.0610 26.0146
H -6.7706 -15.1168 25.1890
```

These are the Löwdin partial charges, in e, on atoms 1 to 5: atom 1 (O): 0.10, atom 2 (C): -1.00, atom 3 (O): 0.01, atom 4 (O): -0.04, atom 5 (H): 0.07

---

4.
Here is a molecular structure, C25H44N6PdSSi2 at a distorted geometry from the OMol25 dataset. Energies are from the ωB97M-V functional and the def2-TZVPD basis.

Results
- Frontier orbital gap: 4.20 eV
- DFT total energy: -2412.69336 Ha
- Energy relative to the best compared isomer or geometry (same formula, charge and spin): 152.3 kJ/mol
- Charge: -2

Geometry as XYZ:
```
79
C25H44N6PdSSi2, DFT the ωB97M-V functional and the def2-TZVPD basis
Pd 0.1146 0.6014 1.1890
C -2.8524 -1.8869 -2.0412
Si -1.9396 -1.6316 -0.3510
C -2.5501 -3.2074 0.6245
C -2.8408 -0.1066 0.4222
N -0.3047 -1.2969 -0.3151
C 0.7583 -1.8348 -0.9848
C 0.6621 -2.9828 -1.7649
C 1.7386 -3.4800 -2.4911
C 2.9523 -2.8231 -2.4443
C 3.0879 -1.6819 -1.6686
C 2.0321 -1.1628 -0.9176
N 2.1342 -0.0595 -0.1330
Si 3.2484 1.1811 -0.0148
C 4.9257 0.7485 0.8634
C 2.4312 2.6043 0.9778
C 3.8706 2.0427 -1.6441
H -3.8770 -2.2345 -1.9217
H -2.3238 -2.6308 -2.6275
H -2.8760 -0.9748 -2.6322
H -3.5888 -3.1303 0.9472
H -1.9395 -3.4103 1.5029
H -2.4674 -4.0838 -0.0154
H -3.4934 -0.3651 1.2584
H -3.4466 0.4479 -0.2949
H -2.0569 0.5821 0.7821
H -0.2949 -3.4922 -1.8121
H 1.6186 -4.3711 -3.1038
H 3.8033 -3.1935 -3.0124
H 4.0351 -1.1524 -1.6425
H 4.7509 0.3971 1.8763
H 5.6199 1.5857 0.9186
H 5.4242 -0.0537 0.3247
H 1.6251 2.1706 1.5916
H 1.9751 3.3497 0.3253
H 3.1207 3.1202 1.6452
H 4.2451 1.3022 -2.3448
H 4.6761 2.7491 -1.4503
H 3.0751 2.5876 -2.1492
C -2.9025 3.6281 -3.4521
C -1.5753 4.1079 -2.8525
N -1.5047 3.9898 -1.4187
C -2.2849 4.9170 -0.6274
C -3.5650 4.2903 -0.0613
C -0.8952 2.9131 -0.7865
C -0.2824 1.8412 -1.6262
N -0.8105 2.7831 0.4701
H -2.8636 3.6784 -4.5397
H -3.7283 4.2483 -3.1086
H -3.0939 2.5999 -3.1556
H -1.4194 5.1618 -3.1293
H -0.7612 3.5274 -3.2859
H -2.5272 5.7850 -1.2503
H -1.6651 5.2761 0.2044
H -4.3130 4.1487 -0.8373
H -3.9860 4.9213 0.7187
H -3.3321 3.3182 0.3662
H 0.5943 2.2113 -2.1557
H -0.9903 1.4191 -2.3368
H 0.0551 1.0467 -0.9372
H -1.1774 3.5182 1.0636
N -1.3050 -0.9330 3.1224
C 0.0031 -0.4898 2.8851
S 0.4816 0.8956 3.7743
N 0.9513 -1.4908 2.6174
C 0.8684 -2.8221 2.8746
C 1.7115 -3.7049 2.1815
C 1.7278 -5.0503 2.4687
C 0.8999 -5.5784 3.4534
C 0.0610 -4.7181 4.1444
C 0.0392 -3.3662 3.8708
H -1.9084 -0.1248 3.2495
H -1.6372 -1.5342 2.3743
H 1.6306 -1.1756 1.9133
H 2.3355 -3.3069 1.3959
H 2.3941 -5.6982 1.9123
H 0.9104 -6.6383 3.6815
H -0.5917 -5.1038 4.9226
H -0.6144 -2.7116 4.4253
```

These are the natural (NBO) partial charges, in e, on atoms 1 to 5: atom 1 (Pd): 0.46, atom 2 (C): -1.12, atom 3 (Si): 1.82, atom 4 (C): -1.13, atom 5 (C): -1.13

---

5.
Here is 3 unconnected molecules or ions with the total composition C25H44NO11 at a distorted geometry from the OMol25 dataset. Energies are from the ωB97M-V functional and the def2-TZVPD basis.

Results
- Frontier orbital gap: 6.39 eV
- DFT total energy: -1861.09592 Ha
- Charge: -1

Geometry as XYZ:
```
81
C25H44NO11, DFT the ωB97M-V functional and the def2-TZVPD basis
C -1.0529 3.4409 -1.7259
C -0.7234 2.1791 -0.7869
C -1.8937 1.2365 -0.3540
C -1.6243 -0.0243 0.5470
C -0.1759 -0.3879 1.0600
C -0.0302 -1.6716 1.9885
C -1.1015 -2.7934 1.4622
C 1.4021 -2.3922 1.9630
C 0.9469 0.5803 0.6282
O 2.2875 0.3733 1.0685
C 2.9106 1.5852 1.5489
O 3.8266 2.0407 0.5018
C 4.3265 0.8802 -0.2116
O 5.2354 0.1450 0.2614
N 3.7941 0.4918 -1.5416
C 4.8817 0.5439 -2.5698
O 5.8826 1.3063 -2.3749
O 4.7699 -0.1956 -3.7257
C 0.6998 1.8416 -0.2851
H -2.0639 3.8576 -1.3827
H -0.2030 4.2076 -1.5687
H -1.1382 3.1448 -2.8371
H -2.9603 1.4780 -0.7116
H -2.5547 -0.6296 0.8113
H -0.3470 -1.4336 3.0623
H -1.0719 -2.7536 0.3058
H -2.1765 -2.5576 1.7593
H -0.7521 -3.8457 1.7658
H 1.3703 -3.5098 2.2179
H 2.0351 -1.8945 2.7965
H 1.9362 -2.2044 0.9720
H 3.5900 1.2654 2.4314
H 2.1875 2.3932 1.8973
H 3.0663 1.1925 -1.7799
H 1.5793 2.5176 -0.5849
C 3.5944 -8.0976 -1.8391
O 3.6364 -6.8890 -2.5704
C 2.3899 -6.2081 -2.6223
C 2.5781 -4.6973 -2.4748
O 2.9798 -4.2659 -1.1746
C 4.2968 -4.6189 -0.7444
C 5.4302 -3.9390 -1.5119
O 5.5458 -4.4690 -2.8279
C 5.8034 -3.4788 -3.8113
H 3.1741 -8.8979 -2.4569
H 4.6168 -8.3623 -1.5626
H 3.0143 -7.9896 -0.9163
H 1.7091 -6.5614 -1.8383
H 1.9389 -6.4199 -3.5963
H 1.6048 -4.2295 -2.6469
H 3.2447 -4.2987 -3.2386
H 4.4188 -5.7020 -0.7195
H 4.3588 -4.2845 0.2963
H 6.3788 -4.1321 -0.9989
H 5.2563 -2.8577 -1.5307
H 5.1682 -2.5985 -3.6728
H 5.5756 -3.9065 -4.7902
H 6.8586 -3.1911 -3.7865
C -7.6204 3.8342 -0.0557
O -6.5529 4.6304 0.4220
C -6.9621 5.8945 0.9245
C -6.1849 6.2633 2.1886
O -6.5063 5.4826 3.3412
C -6.1205 4.1062 3.3279
C -4.6132 3.8587 3.3635
O -4.0103 4.2054 2.1228
C -2.7668 4.8669 2.2647
H -7.9053 4.1512 -1.0637
H -7.2803 2.7977 -0.0924
H -8.4867 3.8798 0.6128
H -8.0354 5.9070 1.1486
H -6.7599 6.6390 0.1491
H -6.4556 7.2899 2.4499
H -5.1099 6.2693 2.0117
H -6.5966 3.5788 2.5018
H -6.5446 3.6795 4.2425
H -4.4272 2.7921 3.5289
H -4.1734 4.4234 4.1929
H -2.8045 5.6416 3.0370
H -2.5341 5.3550 1.3165
H -1.9802 4.1414 2.4918
```

These are the Löwdin partial charges, in e, on atoms 1 to 5: atom 1 (C): -0.10, atom 2 (C): -0.22, atom 3 (C): -0.04, atom 4 (C): -0.01, atom 5 (C): -0.07

---

DFT total energy of number 3 (C25H44F9O15)?
-3006.16959 Ha

---

What is the DFT total energy in the third record?
-3006.16959 Ha

---

Which of these has the lowest DFT total energy?
C25H44Cl8O15